Record 1
{
  "formula": "C5H11NO",
  "method": "wB97M-V/def2-TZVPD",
  "smiles": "C=C/C(N)=C/C.O",
  "e_above_lowest_kcal_mol": 83.7,
  "lumo_energy_ha": 0.029,
  "spin_multiplicity": 1,
  "energy_ha": -326.997912,
  "species": ["C", "C", "C", "N", "C", "C", "H", "H", "H", "H", "H", "H", "H", "H", "H", "O", "H", "H"],
  "coordinates": [[-1.2991, 1.0610, 1.8498], [-1.5411, -0.0831, 1.2062], [-1.0008, -0.1393, -0.2307], [-2.1127, -0.2440, -1.2010], [0.2033, -0.4394, -0.5810], [0.6147, -1.2528, -1.8533], [-1.1750, 2.0089, 1.2093], [-1.2950, 1.2167, 3.0384], [-1.9474, -1.0333, 1.5573], [-1.8140, 0.1173, -2.0481], [-2.9347, 0.3472, -1.0616], [1.1498, -0.2665, 0.0592], [1.0202, -2.1718, -1.3934], [1.5874, -0.7337, -2.3213], [-0.2970, -1.5178, -2.4835], [3.5210, 0.7605, 1.1853], [4.1274, 1.5019, 0.9935], [3.1930, 0.8683, 2.0751]],
  "nbo_charge": [-0.395, -0.227, 0.114, -0.842, -0.245, -0.653, 0.205, 0.201, 0.221, 0.354, 0.369, 0.228, 0.221, 0.221, 0.225, -0.945, 0.474, 0.473]
}

***

Record 2
{
  "formula": "C47H65BaF3O9SSe",
  "method": "wB97M-V/def2-TZVPD",
  "lumo_energy_ha": [0.139, 0.139],
  "spin_multiplicity": 1,
  "charge": -2,
  "energy_ha": -5631.953223,
  "species": ["Ba", "C", "C", "C", "C", "C", "C", "C", "Se", "C", "C", "C", "C", "C", "C", "O", "C", "C", "C", "C", "C", "C", "C", "C", "C", "O", "C", "C", "C", "C", "C", "C", "H", "H", "H", "H", "H", "H", "H", "H", "H", "H", "H", "H", "H", "H", "H", "H", "H", "H", "H", "H", "H", "H", "H", "H", "H", "H", "H", "H", "H", "H", "H", "H", "H", "H", "H", "H", "H", "H", "H", "H", "C", "C", "O", "C", "C", "C", "C", "C", "C", "O", "H", "H", "H", "H", "H", "H", "H", "O", "H", "H", "O", "H", "H", "O", "H", "H", "O", "H", "H", "C", "S", "C", "O", "H", "H", "H", "H", "H", "H", "F", "C", "F", "F", "C", "C", "C", "C", "C", "C", "C", "C", "H", "H", "H", "H"],
  "coordinates": [[0.8999, 1.0871, -1.0183], [2.9510, -5.3965, 3.2294], [1.4816, -4.9656, 3.5761], [0.5431, -6.0064, 2.9374], [1.2133, -5.0601, 5.0666], [1.2185, -3.5875, 3.0246], [1.3347, -3.4113, 1.6460], [1.1134, -2.2071, 1.0494], [1.0438, -2.3231, -0.8295], [-0.8649, -2.5177, -1.0700], [-1.2342, -3.8478, -1.1783], [-2.5217, -4.2078, -1.4433], [-3.3956, -3.1595, -1.6950], [-3.1053, -1.8114, -1.5720], [-1.7636, -1.4474, -1.2826], [-1.3419, -0.2361, -1.3101], [-4.2388, -0.8600, -1.9465], [-5.6105, -1.3960, -1.4847], [-4.3122, -0.6931, -3.4564], [-4.1253, 0.5565, -1.3146], [-2.9811, -5.7113, -1.4858], [-3.5497, -6.1230, -2.8389], [-1.8445, -6.6680, -1.1348], [-4.0462, -5.8440, -0.4139], [0.8486, -1.0103, 1.7577], [0.6687, 0.1119, 1.1698], [0.6801, -1.1549, 3.2074], [0.9125, -2.4346, 3.7598], [0.2321, -0.0910, 4.1851], [-0.2727, 1.2209, 3.5603], [1.3477, 0.2022, 5.2033], [-0.9890, -0.6292, 5.0074], [3.1511, -6.4504, 3.5483], [3.6206, -4.6769, 3.6975], [3.1143, -5.4046, 2.1432], [0.8275, -6.9944, 3.3612], [0.5883, -6.0397, 1.8729], [-0.4927, -5.8233, 3.2438], [1.3927, -6.1144, 5.4195], [0.1592, -4.8359, 5.2653], [1.8712, -4.3814, 5.6352], [1.5844, -4.2851, 1.0402], [-0.4027, -4.5731, -1.0073], [-4.4208, -3.4144, -1.9204], [-6.0352, -2.0517, -2.2263], [-6.3061, -0.5244, -1.4003], [-5.5706, -1.9197, -0.5448], [-4.4006, -1.6697, -3.9132], [-3.4457, -0.1942, -3.9142], [-5.2500, -0.1601, -3.7277], [-4.1941, 0.5448, -0.2101], [-4.9608, 1.1217, -1.7127], [-3.1829, 1.0172, -1.5860], [-2.8217, -5.9842, -3.6367], [-4.4390, -5.5066, -3.0708], [-3.9029, -7.1358, -2.8351], [-0.9838, -6.5203, -1.8226], [-2.2008, -7.7003, -1.1729], [-1.4659, -6.4498, -0.1111], [-4.8871, -5.2135, -0.6586], [-3.5835, -5.5402, 0.5487], [-4.3987, -6.8815, -0.2854], [0.7478, -2.5440, 4.8445], [0.4868, 1.7589, 2.9762], [-0.5833, 1.9684, 4.3259], [-1.0634, 1.0856, 2.8372], [2.2735, 0.4223, 4.6694], [1.5242, -0.6485, 5.8820], [1.0432, 1.0831, 5.7772], [-1.7856, -0.9230, 4.3200], [-1.3816, 0.0811, 5.7394], [-0.6766, -1.5238, 5.5713], [6.1429, 4.9234, -1.6431], [4.9945, 3.9506, -1.3737], [4.0898, 3.9415, -2.1854], [5.0595, 3.0739, -0.1803], [5.7389, 3.5624, 0.9542], [5.7023, 2.8709, 2.1171], [4.9764, 1.6712, 2.1680], [4.3168, 1.1147, 1.1251], [4.3058, 1.8557, -0.1386], [3.7757, 1.3672, -1.2044], [6.0323, 5.2745, -2.6713], [7.0711, 4.3762, -1.5702], [6.1833, 5.7639, -0.9443], [6.2630, 4.4984, 0.8557], [6.2296, 3.1538, 3.0051], [4.9308, 1.1263, 3.0927], [3.7562, 0.1850, 1.1552], [-1.0993, 2.3656, 0.4367], [-1.5590, 1.5464, 0.2020], [-1.1978, 2.9619, -0.3509], [1.8865, 3.3893, 0.6551], [2.7101, 3.0031, 1.0060], [1.2385, 3.0213, 1.2560], [-1.3222, -0.5026, -4.5326], [-1.0443, -0.4788, -3.6131], [-0.5967, -0.8816, -4.9754], [4.2621, -1.1726, -1.9230], [3.4258, -1.6618, -1.8427], [4.1152, -0.3053, -1.5174], [0.7849, 2.2711, -4.9775], [1.5238, 0.5971, -4.6602], [3.1834, 1.0734, -4.3276], [1.4920, -0.1001, -6.0132], [0.5037, 2.7529, -4.0337], [-0.0733, 2.0725, -5.5994], [1.4847, 2.8505, -5.5526], [3.3179, 1.8406, -3.5652], [3.6420, 1.4625, -5.2512], [3.7118, 0.1617, -4.0157], [-3.6975, 10.2869, 0.4719], [-2.4016, 9.9719, 0.4243], [-1.7794, 10.9250, -0.3670], [-1.9172, 10.1223, 1.6504], [-2.1626, 8.6089, -0.1192], [-2.2524, 8.4506, -1.4859], [-1.8732, 7.2642, -2.0998], [-1.4765, 6.1342, -1.3828], [-1.5337, 6.2514, 0.0119], [-1.8412, 7.4624, 0.6491], [-1.0140, 4.8907, -1.9158], [-0.4066, 3.8393, -2.0857], [-2.5402, 9.3002, -2.0933], [-1.8913, 7.1848, -3.1876], [-1.2562, 5.3896, 0.5746], [-1.7555, 7.5657, 1.7204]],
  "mulliken_charge": [1.529, -1.647, 2.188, -1.811, -2.117, -0.911, -0.694, 1.034, -0.039, -0.018, 0.490, -1.175, -0.396, 0.181, -0.289, 0.336, 2.691, -2.153, -1.520, -1.786, 2.016, -1.854, -1.920, -1.657, -0.195, -0.677, -0.077, 0.090, 2.375, -2.016, -1.754, -1.778, 0.378, 0.373, 0.349, 0.463, 0.377, 0.351, 0.420, 0.414, 0.374, 0.310, 0.009, 0.393, 0.422, 0.461, 0.334, 0.286, 0.234, 0.390, 0.261, 0.604, 0.112, 0.356, 0.290, 0.504, 0.356, 0.450, 0.238, 0.385, 0.301, 0.436, 0.103, 0.087, 0.426, 0.351, 0.226, 0.262, 0.548, 0.331, 0.438, 0.383, -1.577, 0.762, -0.572, 1.303, -0.443, -1.055, -0.414, -0.316, -0.406, -0.439, 0.346, 0.421, 0.323, 0.244, 0.378, 0.366, 0.378, -0.263, 0.195, 0.094, -0.592, 0.295, 0.359, -0.698, 0.156, 0.316, -0.762, 0.177, 0.317, -0.690, 0.594, -0.873, -0.690, 0.016, 0.332, 0.377, 0.125, 0.400, 0.302, -0.261, 0.923, -0.284, -0.283, 0.284, -0.553, -0.676, 0.749, -0.285, -0.763, -0.733, -1.009, 0.342, 0.420, 0.720, 0.394]
}

***

Record 3
{
  "formula": "C7H14O2",
  "method": "wB97M-V/def2-TZVPD",
  "e_above_lowest_kcal_mol": 98.6,
  "lumo_energy_ha": [-0.011, -0.011],
  "spin_multiplicity": 1,
  "energy_ha": -425.448162,
  "species": ["C", "C", "C", "C", "C", "C", "C", "O", "O", "H", "H", "H", "H", "H", "H", "H", "H", "H", "H", "H", "H", "H", "H"],
  "coordinates": [[-0.2288, 0.3924, -0.9991], [0.2797, 0.4413, 0.2727], [-1.0419, -0.2689, 1.0580], [2.0859, -0.1668, 0.2782], [-0.2327, 1.6790, -1.7703], [-0.3718, -0.8488, -1.8129], [-0.4186, -1.2238, 2.0721], [2.6789, 0.7567, -0.3616], [-1.8200, 0.7303, 1.6478], [-1.2849, 1.2144, 2.2878], [0.4046, 1.4254, 0.7187], [-1.7304, -0.8158, 0.4135], [2.2353, -0.2715, 1.3710], [2.0195, -1.1778, -0.1717], [0.8214, 1.9821, -1.8923], [-0.6739, 1.5576, -2.7546], [-0.7749, 2.4459, -1.2204], [0.5067, -0.9446, -2.4603], [-0.4112, -1.7478, -1.2050], [-1.2486, -0.7896, -2.4540], [0.2174, -1.9640, 1.5828], [0.2079, -0.6740, 2.7803], [-1.2197, -1.7316, 2.6193]],
  "nbo_charge": [0.335, -0.387, 0.151, 0.148, -0.696, -0.697, -0.634, -0.693, -0.702, 0.469, 0.218, 0.183, 0.124, 0.107, 0.279, 0.210, 0.237, 0.262, 0.223, 0.232, 0.216, 0.206, 0.212]
}

***

Record 4
{
  "formula": "C2H6ClNO2P",
  "method": "wB97M-V/def2-TZVPD",
  "smiles": "CN(C)[P@@](=O)([O-])Cl",
  "e_above_lowest_kcal_mol": 0.0,
  "lumo_energy_ha": 0.142,
  "spin_multiplicity": 1,
  "charge": -1,
  "energy_ha": -1086.737780,
  "species": ["C", "N", "C", "P", "O", "O", "Cl", "H", "H", "H", "H", "H", "H"],
  "coordinates": [[0.7610, 0.5361, 1.2002], [0.2772, 0.1500, -0.0493], [0.7958, -0.9024, -0.9354], [-1.3806, 0.5917, -0.5070], [-1.8857, 1.8012, 0.2240], [-1.8241, 0.3184, -1.9219], [-2.3349, -0.8836, 0.7068], [0.7339, -0.2840, 2.0139], [1.7825, 0.8163, 1.0934], [0.1770, 1.3515, 1.5114], [1.4195, -0.4367, -1.5997], [1.4625, -1.5934, -0.2242], [0.0159, -1.4651, -1.5123]],
  "nbo_charge": [-0.388, -0.775, -0.396, 2.244, -1.153, -1.128, -0.514, 0.144, 0.161, 0.240, 0.173, 0.157, 0.234]
}

***

Record 5
{
  "formula": "C21H39O10",
  "method": "wB97M-V/def2-TZVPD",
  "lumo_energy_ha": 0.072,
  "spin_multiplicity": 1,
  "charge": -1,
  "energy_ha": -1575.941817,
  "species": ["C", "C", "O", "O", "C", "C", "C", "C", "C", "C", "O", "C", "C", "O", "C", "C", "C", "C", "C", "H", "H", "H", "H", "H", "H", "H", "H", "H", "H", "H", "H", "H", "H", "H", "H", "H", "H", "H", "H", "H", "H", "H", "H", "H", "H", "H", "C", "O", "C", "O", "O", "C", "H", "H", "H", "H", "H", "H", "C", "O", "C", "O", "O", "C", "H", "H", "H", "H", "H", "H"],
  "coordinates": [[4.4073, -3.4992, 2.9472], [5.3711, -4.2273, 2.0481], [6.5086, -3.8862, 1.8915], [4.8704, -5.3481, 1.4546], [4.3035, -5.1816, 0.1288], [2.8411, -4.7713, 0.1394], [2.3767, -4.2677, -1.2478], [2.5115, -2.7679, -1.5763], [3.5160, -2.0522, -0.6986], [3.8263, -0.6375, -1.2016], [5.2320, -0.3759, -1.4461], [6.1409, -0.4332, -0.4732], [5.6965, -0.4019, 0.9747], [7.3127, -0.4478, -0.7540], [1.1460, -2.0950, -1.4041], [0.4606, -2.2102, -0.0134], [-0.3588, -0.9996, 0.4485], [-0.9543, -1.3160, 1.8248], [0.5295, 0.2361, 0.5924], [3.6696, -2.9777, 2.3340], [4.9547, -2.7724, 3.5413], [3.8722, -4.2013, 3.5845], [4.3882, -6.1651, -0.3314], [4.9330, -4.5013, -0.4465], [2.6484, -4.0306, 0.9157], [2.2700, -5.6630, 0.4264], [1.3269, -4.5602, -1.3631], [2.9160, -4.8810, -1.9918], [4.4662, -2.5932, -0.6356], [3.1829, -1.9220, 0.3708], [3.4387, 0.1350, -0.5270], [3.3650, -0.5035, -2.1764], [4.6426, -0.6091, 1.1350], [5.9418, 0.5837, 1.3716], [6.2891, -1.1420, 1.5100], [0.4608, -2.5390, -2.1378], [1.2153, -1.0349, -1.6836], [-0.2052, -3.0804, -0.0314], [1.2012, -2.4077, 0.7731], [-1.1509, -0.7991, -0.2830], [-1.4656, -2.2798, 1.8455], [-1.6243, -0.5304, 2.1843], [-0.1164, -1.3651, 2.5282], [0.8911, 0.6080, -0.3655], [1.3913, -0.0180, 1.2180], [-0.0059, 1.0434, 1.1012], [-3.9378, 2.7225, -0.1977], [-3.9524, 1.9519, 1.0083], [-4.9664, 2.2186, 1.8205], [-5.8408, 3.0277, 1.6246], [-4.8615, 1.4408, 2.8973], [-5.8981, 1.6236, 3.8638], [-3.0624, 2.3974, -0.7508], [-4.8364, 2.5347, -0.7825], [-3.8605, 3.7845, 0.0278], [-6.8707, 1.3973, 3.4301], [-5.8978, 2.6460, 4.2376], [-5.6722, 0.9285, 4.6664], [-4.7110, 6.8534, -5.2153], [-4.7254, 6.0832, -4.0101], [-5.7470, 6.3516, -3.1965], [-6.6151, 7.1612, -3.4016], [-5.6406, 5.5727, -2.1235], [-6.6778, 5.7491, -1.1502], [-3.8327, 6.5228, -5.7609], [-5.6111, 6.6676, -5.7985], [-4.6388, 7.9157, -4.9894], [-7.6502, 5.5198, -1.5817], [-6.6763, 6.7689, -0.7701], [-6.4513, 5.0499, -0.3494]],
  "nbo_charge": [-0.739, 0.823, -0.563, -0.570, -0.059, -0.446, -0.421, -0.418, -0.464, -0.077, -0.505, 0.805, -0.754, -0.610, -0.434, -0.408, -0.217, -0.601, -0.610, 0.248, 0.223, 0.229, 0.182, 0.187, 0.193, 0.187, 0.186, 0.172, 0.199, 0.100, 0.152, 0.212, 0.223, 0.227, 0.251, 0.185, 0.172, 0.187, 0.178, 0.183, 0.201, 0.198, 0.193, 0.212, 0.198, 0.192, -0.256, -0.483, 0.982, -0.664, -0.489, -0.254, 0.207, 0.190, 0.190, 0.190, 0.190, 0.196, -0.255, -0.493, 0.979, -0.649, -0.494, -0.262, 0.197, 0.191, 0.191, 0.190, 0.189, 0.215]
}